Record 1
{"formula": "C5H16NO", "method": "the ωB97M-V functional and the def2-TZVPD basis", "symbols": ["C", "C", "C", "C", "C", "N", "H", "H", "H", "H", "H", "H", "H", "H", "H", "H", "H", "H", "H", "H", "H", "H", "O"], "xyz": [[-0.307, 0.649, 1.415], [-0.116, 1.052, -0.020], [0.051, -0.153, -0.927], [-1.115, -1.127, -1.092], [-2.504, -0.513, -1.198], [1.033, 0.476, 2.109], [-0.738, -0.353, 1.428], [-0.980, 1.162, 2.097], [-0.898, 1.723, -0.361], [0.755, 1.695, -0.181], [0.438, 0.209, -1.881], [0.926, -0.719, -0.606], [-0.963, -1.645, -2.045], [-1.005, -1.977, -0.414], [-3.076, -0.847, -2.065], [-2.450, 0.574, -1.287], [-3.245, -0.701, -0.415], [1.019, 0.938, 3.017], [1.327, -0.489, 2.248], [1.776, 0.886, 1.535], [3.101, -1.001, -0.406], [3.907, 0.206, -0.676], [3.063, -0.044, -0.276]], "forces_ev_per_angstrom": [[-0.45, -1.49, 0.47], [0.04, 0.69, -0.52], [0.64, -0.18, -0.41], [-0.02, -0.61, -0.86], [-1.05, 0.44, 0.10], [0.36, 0.41, 0.07], [-0.03, -0.10, -0.14], [0.31, 0.85, -0.29], [-0.50, -0.23, 0.12], [0.24, -0.07, 0.45], [-0.52, 0.16, -0.22], [-0.10, -0.13, 0.35], [0.27, 0.17, 0.01], [-0.43, 0.29, 0.51], [0.43, -0.08, -0.27], [0.01, -0.02, -0.08], [0.58, -0.10, 0.50], [0.19, -0.03, 0.04], [-0.26, -0.13, 0.03], [0.07, 0.09, -0.06], [-0.26, -0.06, 0.09], [-0.07, 0.44, 0.13], [0.52, -0.29, 0.00]], "lowdin_charge": [-0.119, -0.197, -0.226, -0.246, -0.096, 0.204, 0.126, 0.137, 0.115, 0.119, 0.125, 0.076, 0.111, 0.104, 0.076, 0.065, 0.076, 0.170, 0.169, 0.136, 0.058, 0.068, -0.051], "e_above_lowest_kcal_mol": 25.9, "molar_mass_g_mol": 106.2, "largest_force_ev_per_a": 1.627, "total_energy_ev": -8975.3899, "total_charge": 1}

***

Record 2
{"formula": "C5H16NO", "method": "the ωB97M-V functional and the def2-TZVPD basis", "symbols": ["C", "C", "C", "C", "C", "N", "H", "H", "H", "H", "H", "H", "H", "H", "H", "H", "H", "H", "H", "H", "H", "H", "O"], "xyz": [[0.443, 0.706, 0.893], [-0.595, 0.158, -0.046], [-0.937, 1.204, -1.128], [-1.844, -0.332, 0.711], [-2.769, -1.178, -0.144], [1.734, 1.005, 0.206], [0.130, 1.579, 1.468], [0.705, 0.000, 1.689], [-0.257, -0.739, -0.584], [-2.000, 1.242, -1.341], [-0.356, 1.116, -2.043], [-0.795, 2.227, -0.748], [-2.266, 0.567, 1.166], [-1.500, -0.922, 1.568], [-2.368, -2.149, -0.443], [-3.017, -0.665, -1.072], [-3.664, -1.404, 0.433], [2.379, 1.621, 0.711], [1.510, 1.562, -0.621], [2.206, 0.148, -0.139], [3.956, -1.524, -0.621], [2.729, -2.227, -0.177], [3.081, -1.351, -0.322]], "forces_ev_per_angstrom": [[0.53, -0.87, 1.67], [-0.63, -0.31, -1.15], [-0.12, 0.84, 0.66], [1.19, 0.23, 0.57], [-0.33, 0.19, 0.08], [-0.22, 1.11, -1.08], [-0.18, 0.29, -0.53], [-0.08, -0.20, -0.27], [0.55, 0.14, 0.27], [-0.06, -0.48, -0.40], [-0.14, -0.15, -0.13], [0.30, -0.10, 0.07], [-0.71, -0.15, -0.20], [-0.04, -0.07, -0.06], [0.42, 0.13, 0.22], [-0.34, 0.03, 0.06], [-0.19, 0.14, -0.25], [-0.08, -0.56, 0.37], [-0.08, -0.06, -0.22], [0.23, -0.14, 0.36], [1.32, 0.06, -0.47], [-0.43, -0.40, 0.15], [-0.90, 0.31, 0.29]], "lowdin_charge": [-0.150, -0.382, -0.054, -0.230, -0.085, 0.186, 0.145, 0.139, 0.143, 0.080, 0.084, 0.089, 0.124, 0.115, 0.084, 0.071, 0.084, 0.180, 0.151, 0.101, 0.060, 0.073, -0.008], "e_above_lowest_kcal_mol": 8.7, "molar_mass_g_mol": 106.2, "largest_force_ev_per_a": 1.952, "total_energy_ev": -8976.1369, "total_charge": 1}

***

Record 3
{"formula": "C5H16NO2", "method": "the ωB97M-V functional and the def2-TZVPD basis", "symbols": ["C", "C", "C", "C", "C", "O", "N", "H", "H", "H", "H", "H", "H", "H", "H", "H", "H", "H", "H", "H", "H", "H", "H", "O"], "xyz": [[-0.033, -2.568, 0.194], [0.121, -1.065, 0.547], [0.650, -0.355, -0.692], [1.234, 1.078, -0.473], [1.918, 1.350, 0.878], [1.008, 1.373, 1.948], [-1.046, -0.363, 1.294], [-0.311, -2.695, -0.852], [-0.709, -2.948, 0.982], [0.916, -3.075, 0.217], [0.811, -1.092, 1.394], [-0.165, -0.086, -1.379], [1.328, -0.972, -1.291], [0.399, 1.774, -0.483], [1.957, 1.262, -1.259], [2.626, 0.560, 1.153], [2.439, 2.326, 0.683], [1.415, 1.750, 2.724], [-1.050, 0.654, 1.094], [-0.839, -0.532, 2.309], [-1.982, -0.657, 0.939], [-4.205, 1.290, -2.966], [-3.252, 1.661, -3.931], [-3.231, 1.328, -3.028]], "forces_ev_per_angstrom": [[-1.28, 1.05, 0.73], [1.02, -0.83, -0.04], [-0.50, 2.14, -0.06], [-0.10, -1.12, 1.53], [1.13, 0.08, -0.94], [-1.01, 0.41, -0.31], [0.35, -0.47, -2.23], [-0.96, -0.09, 0.24], [0.19, -0.63, -0.95], [0.64, 0.02, 0.60], [0.58, 0.38, -0.50], [-0.20, -0.87, 0.09], [0.07, -0.18, 0.56], [0.03, 0.35, -0.47], [-0.06, 0.37, -0.19], [0.49, 0.22, -0.59], [-0.24, -0.68, 0.80], [0.18, 0.14, 0.31], [0.32, 0.02, 0.33], [-0.72, 0.06, 0.55], [0.04, -0.36, 0.54], [0.46, -0.33, 0.93], [0.97, 0.14, -0.32], [-1.40, 0.19, -0.60]], "lowdin_charge": [-0.092, -0.401, -0.179, -0.182, -0.295, -0.151, 0.107, 0.073, 0.067, 0.070, 0.098, 0.112, 0.116, 0.098, 0.108, 0.115, 0.124, 0.086, 0.066, 0.034, 0.059, 0.042, 0.024, -0.099], "spin_multiplicity": 2, "s_squared": 0.751, "e_above_lowest_kcal_mol": 47.9, "molar_mass_g_mol": 122.2, "largest_force_ev_per_a": 2.311, "total_energy_ev": -11025.4386}

***

Record 4
{"formula": "C5H16NO2", "method": "the ωB97M-V functional and the def2-TZVPD basis", "symbols": ["C", "C", "C", "C", "C", "N", "H", "H", "H", "H", "H", "H", "H", "H", "H", "H", "H", "H", "H", "H", "O", "H", "H", "O"], "xyz": [[-1.423, -2.324, 1.623], [-1.932, -1.934, 0.230], [-0.802, -1.638, -0.764], [-0.274, -0.234, -0.674], [-1.115, 1.768, -1.752], [-1.292, 0.792, -0.967], [-1.116, -3.357, 1.694], [-0.680, -1.607, 1.985], [-2.213, -2.167, 2.358], [-2.686, -2.631, -0.150], [-2.580, -1.059, 0.391], [0.014, -2.352, -0.670], [-1.148, -1.832, -1.779], [0.055, -0.019, 0.338], [0.595, 0.008, -1.269], [-1.869, 2.530, -1.796], [-0.187, 1.886, -2.309], [-2.083, 0.704, -0.342], [2.022, 1.025, 1.558], [2.347, 2.244, 0.710], [1.595, 1.752, 1.072], [5.167, 2.127, -0.091], [5.086, 3.530, 0.427], [4.518, 2.789, 0.178]], "forces_ev_per_angstrom": [[-0.76, 0.77, 0.24], [-0.29, 0.31, 0.63], [-0.78, -0.60, -0.89], [0.51, 0.26, 0.51], [-0.12, 0.24, 0.36], [1.09, -0.50, 0.21], [0.44, -0.13, -0.03], [0.44, -0.39, -0.27], [-0.25, -0.33, -0.07], [0.56, -0.32, -0.08], [0.24, 0.23, -0.17], [0.18, 0.12, 0.40], [-0.17, 0.17, -0.20], [-0.10, 0.14, 0.31], [0.09, -0.25, -0.45], [-0.29, 0.24, -0.19], [-0.17, -0.29, 0.04], [-0.59, 0.35, -0.29], [-0.20, 0.47, -0.13], [0.05, 0.05, 0.09], [0.29, -0.49, -0.03], [-0.21, -0.09, -0.03], [-0.30, 0.08, 0.06], [0.34, -0.05, -0.01]], "lowdin_charge": [-0.089, -0.244, -0.180, -0.154, 0.198, 0.075, 0.079, 0.073, 0.078, 0.118, 0.090, 0.130, 0.117, 0.110, 0.131, 0.122, 0.135, 0.164, 0.054, 0.012, -0.069, 0.048, 0.053, -0.053], "e_above_lowest_kcal_mol": 29.1, "molar_mass_g_mol": 122.2, "largest_force_ev_per_a": 1.321, "total_energy_ev": -11022.6173, "total_charge": 1}

***

Record 5
{"formula": "C5H16O2S", "method": "the ωB97M-V functional and the def2-TZVPD basis", "symbols": ["C", "C", "C", "C", "S", "C", "H", "H", "H", "H", "H", "H", "H", "H", "H", "H", "H", "H", "H", "H", "O", "H", "H", "O"], "xyz": [[-0.072, -2.367, 1.454], [0.455, -2.182, 0.050], [0.405, -0.696, -0.359], [0.649, -0.390, -1.844], [2.245, -0.757, -2.611], [2.892, 0.822, -2.974], [-1.118, -2.055, 1.438], [0.021, -3.439, 1.741], [0.442, -1.932, 2.306], [-0.213, -2.770, -0.605], [1.472, -2.547, 0.013], [1.042, -0.172, 0.376], [-0.632, -0.369, -0.126], [-0.044, -1.114, -2.254], [0.451, 0.659, -2.066], [3.057, 1.022, -4.039], [3.856, 1.019, -2.502], [2.174, 1.590, -2.693], [0.626, 3.164, 4.901], [1.456, 3.845, 5.855], [0.510, 3.719, 5.686], [-7.202, 1.870, -1.015], [-5.803, 1.740, -0.319], [-6.667, 1.339, -0.415]], "forces_ev_per_angstrom": [[-0.33, -1.44, 0.49], [-0.07, 0.74, -0.14], [0.06, 0.01, 1.07], [0.00, -0.42, 1.01], [-0.10, -1.55, 0.33], [0.55, 1.78, -0.65], [-0.02, -0.17, 0.49], [-0.59, 0.40, -0.42], [0.28, 0.89, -0.34], [0.52, 0.08, 0.01], [0.29, -0.24, -0.43], [0.00, 0.15, -0.58], [0.45, 0.05, -0.27], [-0.38, 0.44, -1.02], [-0.49, -0.27, -0.16], [-0.11, -0.51, -0.01], [-0.18, -0.04, 0.29], [0.12, 0.10, 0.33], [-0.75, -0.01, 0.00], [-0.25, 0.41, 0.58], [0.99, -0.40, -0.58], [0.35, 0.11, 0.08], [0.00, 0.29, -0.19], [-0.35, -0.40, 0.11]], "lowdin_charge": [-0.137, -0.291, -0.283, -0.501, 0.807, -0.476, 0.073, 0.079, 0.067, 0.115, 0.098, 0.113, 0.113, 0.060, 0.067, 0.034, 0.030, 0.030, 0.034, 0.035, -0.069, 0.033, 0.027, -0.060], "smiles": "CCCCSC.O.O", "e_above_lowest_kcal_mol": 26.4, "molar_mass_g_mol": 140.2, "largest_force_ev_per_a": 1.971, "total_energy_ev": -20373.9916}